# 1
DFT (ωB97M-V/def2-TZVPD) results for C18H26F6N5O7RhS3Te as an isolated structure.

```
! RIJCOSX wB97M-V def2-TZVPD def2/J DEFGRID3
* xyz 0 5
Rh -0.2738 0.8167 -0.0203
F -0.9566 6.2970 1.3854
C -0.1071 6.0571 0.3892
F 1.1362 6.1168 0.8561
F -0.2675 6.9803 -0.5491
S -0.4530 4.3789 -0.2938
O -0.2282 3.4580 0.7997
O -1.7980 4.4538 -0.7862
N 0.5884 4.2903 -1.4590
S 1.6837 3.1973 -1.6500
O 1.5956 2.0881 -0.7210
O 1.8542 2.8681 -3.0299
C 3.2478 4.0385 -1.1509
F 3.4286 5.1375 -1.8742
F 4.2725 3.2153 -1.3451
F 3.1941 4.3681 0.1369
N -2.4583 1.5281 0.0671
C -3.5492 1.0921 -0.8497
C -2.9861 0.5488 -2.1444
C -2.1168 1.5527 -2.9080
C -0.8830 0.8771 -3.4738
N -0.0404 0.3534 -2.3673
H -2.7237 1.2978 1.0196
H -2.3881 2.5434 0.0494
H -4.2165 1.9374 -1.0349
H -4.1243 0.3158 -0.3461
H -3.8068 0.1983 -2.7745
H -2.4051 -0.3375 -1.8844
H -1.7856 2.3615 -2.2505
H -2.6853 2.0374 -3.7047
H -0.2893 1.5689 -4.0700
H -1.1798 0.0524 -4.1268
H 0.9178 0.6626 -2.4976
H -0.0139 -0.6593 -2.3823
C 2.6708 -2.3950 2.7405
C 1.5809 -3.2366 2.0938
C 1.4223 -3.0543 0.5544
C 2.7427 -3.2645 -0.1991
C 2.5750 -3.1640 -1.7092
C 0.4250 -4.1262 0.1413
O 0.7114 -5.3002 0.1032
N -0.8681 -3.7084 -0.0708
C -1.3301 -2.3939 -0.0833
O -2.5197 -2.1722 -0.2199
N -0.3974 -1.4111 0.0597
C 0.8971 -1.6599 0.2942
O 1.6491 -0.6737 0.3379
H 2.6501 -2.5415 3.8212
H 2.5400 -1.3320 2.5369
H 3.6618 -2.6817 2.3894
H 0.6149 -3.0240 2.5655
H 1.7813 -4.2979 2.2565
H 3.1349 -4.2440 0.0783
H 3.4472 -2.5080 0.1433
H 1.8692 -3.9068 -2.0852
H 3.5250 -3.3310 -2.2161
H 2.2253 -2.1700 -2.0005
H -1.5626 -4.4249 -0.2288
Te 0.2093 1.0154 2.7735
C -0.7818 -0.6375 3.4878
C -1.8185 -1.3327 2.9017
C -2.2684 -2.4129 3.6869
C -1.5761 -2.5311 4.8622
S -0.3718 -1.3377 5.0100
H -2.2348 -1.0876 1.9351
H -3.0726 -3.0738 3.3983
H -1.7139 -3.2732 5.6323
*
```

LUMO level (alpha / beta) = 0.221 / -2.537 eV
Relative energy (zero: lowest compared OMol25 entry of this formula, charge and spin) = 0.0000 eV
Kohn-Sham gap (alpha / beta) = 0.312 / 0.254 hartree
Calculated total energy = -3674.32739 a.u.
Molecular weight = 865.13 g mol⁻¹
HOMO energy (alpha / beta) = -0.3038 / -0.3469 hartree

=====

# 2
DFT (ωB97M-V/def2-TZVPD) results for C18H26I2N4O6PdSi2 as an isolated structure in a non-equilibrium geometry.

```
! RIJCOSX wB97M-V def2-TZVPD def2/J DEFGRID3
* xyz 0 5
Pd -0.4762 -0.3359 1.4358
I 0.3820 0.9493 3.9783
C -1.6675 1.6001 4.2730
I -2.7674 1.8045 2.4494
H -1.6639 2.5582 4.7819
H -2.1707 0.8361 4.8579
C -2.8691 -2.7205 -2.4820
Si -2.2886 -2.2527 -0.7137
C -3.8698 -1.6430 0.2007
C -1.5747 -3.8580 0.0308
C -1.1554 -0.7030 -0.7714
Si 0.3064 -0.5915 -1.9727
C 0.0005 -1.3839 -3.6937
C 0.4964 1.2900 -2.3679
C 1.9051 -1.4590 -1.3807
H -3.7517 -3.3471 -2.3995
H -2.1181 -3.2843 -3.0228
H -3.1343 -1.8529 -3.0759
H -4.4048 -2.4904 0.6194
H -4.5440 -1.1384 -0.4851
H -3.6518 -0.9514 1.0100
H -2.3772 -4.5727 0.2024
H -1.0671 -3.6931 0.9758
H -0.8601 -4.3220 -0.6431
H -1.7570 0.2144 -0.7722
H -0.9615 -1.1043 -4.1053
H 0.0479 -2.4640 -3.6305
H 0.7705 -1.0561 -4.3841
H 0.2321 1.5046 -3.3978
H 1.5242 1.6049 -2.2157
H -0.1361 1.9031 -1.7358
H 1.7170 -2.5055 -1.1595
H 2.2820 -0.9919 -0.4783
H 2.6776 -1.4014 -2.1446
N -4.2440 -5.1243 2.4828
C -3.5657 -4.2804 2.8779
N -2.8113 -3.3735 3.3823
C -2.2468 -2.3443 3.0018
N -1.7141 -1.3081 2.8174
O 1.9956 -1.2435 3.0639
C 1.6727 -2.1608 2.3312
O 0.7578 -2.2340 1.4850
H 2.2780 -3.1079 2.4012
O 1.5544 0.5493 0.8101
C 1.0584 1.6833 0.6429
O -0.1814 1.8547 0.7548
C 1.9482 2.8243 0.2832
C 1.4339 4.0901 0.0094
C 2.2890 5.1125 -0.3573
C 3.6523 4.8520 -0.4536
C 4.1736 3.5929 -0.1771
C 3.3159 2.5785 0.1897
N 4.5524 5.9025 -0.8740
O 4.0840 7.0037 -1.0626
O 5.7190 5.6136 -1.0250
H 0.3693 4.2587 0.0783
H 1.9215 6.1051 -0.5807
H 5.2360 3.4300 -0.2622
H 3.6768 1.5830 0.3971
*
```

LUMO level (alpha / beta) = -1.069 / -4.604 eV
Relative energy (zero: lowest compared OMol25 entry of this formula, charge and spin) = 1.5989 eV
Kohn-Sham gap (alpha / beta) = 0.291 / 0.169 hartree
Calculated total energy = -2673.97416 a.u.
Molecular weight = 810.83 g mol⁻¹
HOMO energy (alpha / beta) = -0.3305 / -0.3387 hartree

=====

# 3
DFT (ωB97M-V/def2-TZVPD) results for a 2-piece molecular cluster, C18H26N3O7P overall in a non-equilibrium geometry.

```
! RIJCOSX wB97M-V def2-TZVPD def2/J DEFGRID3
* xyz 0 1
C -5.4628 -1.9893 -2.4607
C -4.7836 -1.4080 -3.5059
C -3.2698 -1.4821 -3.6541
C -2.5784 -0.7460 -2.5070
C -2.8674 0.5909 -2.3350
C -2.2478 1.2338 -1.3139
C -1.3867 0.6134 -0.4388
C -1.1005 -0.7108 -0.5972
O -0.2461 -1.3472 0.2711
N -1.0808 -2.0972 1.2699
O -1.2979 -1.4529 2.1896
C -1.6910 -1.3878 -1.6579
P -1.2013 -3.1506 -1.8285
N -1.9177 -4.1324 -0.8216
C -0.9233 1.6277 0.5916
O -0.2040 1.3161 1.5117
N -1.5166 2.8735 0.2990
C -0.5985 4.0105 -0.0606
C 0.6207 4.1590 0.8744
C 1.9326 3.9940 0.1029
O 2.2447 5.2454 -0.5317
C -2.3119 2.6746 -0.8889
O -2.8957 3.5646 -1.4604
H -6.0650 -2.8805 -2.6430
H -5.3867 -1.6112 -1.4399
H -5.3689 -0.8895 -4.2708
H -2.9652 -1.0510 -4.6115
H -3.0112 -2.5339 -3.6623
H -3.5553 1.1263 -2.9790
H 0.1903 -3.1506 -1.5970
H -1.4340 -3.5701 -3.1572
H -2.4064 -4.8332 -1.3716
H -0.2702 3.9151 -1.0993
H -1.1821 4.9239 0.0247
H 0.5859 3.5271 1.7599
H 0.6476 5.1906 1.2376
H 2.7654 3.7477 0.7666
H 1.8229 3.2544 -0.6992
H 3.1902 5.3951 -0.4825
C 3.6295 -1.3583 4.5745
O 2.7367 -1.9698 3.6626
C 2.2119 -1.0557 2.7057
C 2.8695 -1.2371 1.3565
O 4.2251 -0.8019 1.3897
C 5.1461 -1.8761 1.4222
H 4.0731 -2.1436 5.1852
H 4.4286 -0.8223 4.0554
H 3.0901 -0.6677 5.2318
H 2.3168 -0.0233 3.0496
H 1.1482 -1.2710 2.6121
H 2.3511 -0.6114 0.6246
H 2.7968 -2.2768 1.0238
H 5.1335 -2.4193 0.4709
H 4.9277 -2.5664 2.2413
H 6.1414 -1.4590 1.5708
*
```

LUMO level = -0.773 eV
SMILES = C=CCc1cc2c(c(ON=O)c1[PH2]=N)C(=O)N(CCCO)C2=O.COCCOC
Kohn-Sham gap = 0.275 hartree
Calculated total energy = -1733.47090 a.u.
Molecular weight = 427.39 g mol⁻¹
HOMO energy = -0.3034 hartree

=====

# 4
DFT (ωB97M-V/def2-TZVPD) results for the molecule C18H26N4O2.

```
! RIJCOSX wB97M-V def2-TZVPD def2/J DEFGRID3
* xyz 0 1
C -4.2445 -2.3254 -0.9537
C -3.4682 -2.0719 0.3366
N -2.7896 -0.7811 0.3547
C -1.7414 -0.7248 1.3665
C -2.1965 -0.8147 2.8262
C -3.7504 0.3119 0.3982
C -3.1518 1.7096 0.5434
N -2.1460 2.0111 -0.4492
C -0.9855 2.6158 -0.1231
O -0.7103 2.9325 1.0179
C -0.0534 2.9125 -1.2891
C 1.3651 2.4979 -0.9001
C 1.4844 1.0054 -0.7842
N 0.5411 0.3036 -1.3127
N 0.5418 -1.0245 -1.2511
C -0.5931 -1.6479 -1.8954
C 1.4803 -1.7920 -0.5989
O 1.3762 -3.0069 -0.5428
C 2.5793 -1.0205 -0.0126
C 3.6162 -1.6934 0.6358
C 4.6647 -0.9868 1.1777
C 4.6917 0.4033 1.0773
C 3.6756 1.0821 0.4448
C 2.5958 0.3827 -0.1095
H -4.5446 -3.3696 -0.9887
H -3.6254 -2.1161 -1.8217
H -5.1435 -1.7170 -1.0078
H -4.1621 -2.1780 1.1877
H -2.6964 -2.8390 0.4327
H -1.1825 0.2007 1.2195
H -1.0577 -1.5537 1.1605
H -2.8801 -0.0070 3.0762
H -1.3282 -0.7384 3.4751
H -2.6890 -1.7640 3.0241
H -4.3055 0.2791 -0.5447
H -4.4812 0.1809 1.2164
H -3.9770 2.4307 0.4613
H -2.6794 1.8523 1.5174
H -2.3013 1.6842 -1.3883
H -0.0774 3.9902 -1.4643
H -0.3700 2.3922 -2.1903
H 2.0874 2.8644 -1.6348
H 1.5958 2.9493 0.0673
H -0.4978 -2.7236 -1.7645
H -0.5937 -1.3994 -2.9570
H -1.5081 -1.2849 -1.4249
H 3.5654 -2.7702 0.6913
H 5.4684 -1.5047 1.6793
H 5.5196 0.9525 1.5017
H 3.7103 2.1579 0.3728
*
```

LUMO level = 0.483 eV
Relative energy (zero: lowest compared OMol25 entry of this formula, charge and spin) = 1.6564 eV
SMILES = CCN(CC)CCNC(=O)CCc1nn(C)c(=O)c2ccccc12
Kohn-Sham gap = 0.325 hartree
Calculated total energy = -1071.03037 a.u.
Molecular weight = 330.43 g mol⁻¹
HOMO energy = -0.3072 hartree